1.
Below is a molecular structure, C5H9NO2 in a non-equilibrium geometry, with properties calculated with ωB97M-V with the def2-TZVPD basis set.

```
17
C5H9NO2 (ωB97M-V with the def2-TZVPD basis set)
C -0.11008 2.12310 -0.04269
C 0.23827 -0.18437 -0.52432
C -0.08700 -0.26293 -1.99695
C 1.09289 -1.07155 0.38123
C 0.13199 -1.15712 1.58526
H 0.67236 3.12858 -0.91273
H -1.29960 1.51154 -0.44445
H -0.30253 2.70076 1.23565
H -0.25788 -1.24767 -2.37456
H -0.86061 0.40520 -2.22358
H 0.69529 0.24887 -2.73562
H 2.14464 -0.72917 0.29554
H 1.17006 -1.91244 -0.30164
H 0.30055 -1.51612 2.75011
N -1.09004 -0.72412 1.30805
O 0.77183 0.91503 -0.12234
O -1.05037 -0.19046 0.01481
```

- gap between HOMO and LUMO (eV) = 10.108
- charge = 0
- energy relative to the best compared isomer or geometry (same formula, charge and spin) (eV) = 9.141
- max |F| (eV Å⁻¹) = 9.7
- LUMO energy (Eh) = 0.0263

***

2.
Below is 2 unconnected molecules or ions with the total composition C6H13FN3 in a non-equilibrium geometry, with properties calculated with ωB97M-V with the def2-TZVPD basis set.

```
23
C6H13FN3 (ωB97M-V with the def2-TZVPD basis set)
C 0.78937 2.58818 2.07382
C 0.73668 1.33932 1.71363
C 0.59731 -1.00166 -1.93529
C 0.33375 0.70869 0.45029
C -1.34486 -0.51497 -1.02360
C -0.83204 -0.34587 0.40030
N 1.28530 -1.90159 -1.28270
N -1.79925 0.53063 -1.72881
N -0.31789 -1.68729 0.91784
F 1.21059 -0.43201 -2.88428
H 1.07789 2.93211 2.99884
H 0.50166 3.31663 1.32813
H 0.89473 0.62268 2.59146
H 0.12166 1.50656 -0.28028
H 1.45008 0.25555 0.22152
H -1.57866 -1.47381 -1.35624
H -1.54265 0.05713 1.08759
H 2.17838 -2.17670 -1.62614
H -2.26059 0.25860 -2.67356
H -1.46381 1.52184 -1.65243
H 0.06278 -1.50593 1.91560
H 0.98280 -2.35057 -0.40988
H -1.08324 -2.24750 1.15420
```

- gap between HOMO and LUMO (eV) = 9.684
- charge = +1
- energy relative to the best compared isomer or geometry (same formula, charge and spin) (eV) = 3.309
- max |F| (eV Å⁻¹) = 4.4
- LUMO energy (Eh) = -0.1234

***

3.
Below is a gas-phase ion, C10H16N2P (charge +1) in a non-equilibrium geometry, with properties calculated with ωB97M-V with the def2-TZVPD basis set.

```
29
C10H16N2P (ωB97M-V with the def2-TZVPD basis set)
C 3.69326 0.46377 -1.51683
C 4.89576 0.57891 -0.70855
C 1.30837 -0.05218 -0.72116
C 2.62884 0.29353 -0.67169
C 1.94123 -1.44563 0.90540
C -1.91193 2.51058 0.27099
C -1.11664 -2.33293 -0.15195
C -0.79532 1.46565 0.67723
C -1.32099 0.15216 0.09353
C -0.48833 -1.14535 0.50665
N 4.78951 0.32345 0.60776
N 0.87054 -0.86490 0.22114
P 3.23816 0.37437 1.14868
H 3.80720 0.57219 -2.52515
H 5.98082 0.86508 -1.10779
H 0.55085 0.31433 -1.43604
H 1.82486 -1.81262 1.96729
H 2.41714 -2.18021 0.21376
H -2.34424 2.06580 -0.65613
H -2.65231 2.50163 1.17288
H -1.65881 3.53463 0.12423
H -1.09017 -2.21789 -1.31614
H -0.64730 -3.30284 0.03748
H -2.21708 -2.22599 -0.04113
H -0.68376 1.60917 1.74576
H 0.15218 1.52420 0.27801
H -2.38515 0.04898 0.38422
H -1.38260 0.17166 -0.98358
H -0.53824 -1.34515 1.65822
```

- gap between HOMO and LUMO (eV) = 8.460
- charge = +1
- energy relative to the best compared isomer or geometry (same formula, charge and spin) (eV) = 2.429
- max |F| (eV Å⁻¹) = 3.9
- SMILES string = CCC[C@@H](C)[N+]1=CC2=P(=NC=C2)C1
- LUMO energy (Eh) = -0.1875

***

4.
Below is a molecular structure, C5H7NO in a non-equilibrium geometry, with properties calculated with ωB97M-V with the def2-TZVPD basis set.

```
14
C5H7NO (ωB97M-V with the def2-TZVPD basis set)
C -1.21747 -0.51895 0.65302
C 1.29076 -0.18829 -0.19801
C 1.26621 -1.61990 0.34050
C -1.04250 1.56800 -0.73532
C -0.45368 0.64909 0.24804
N -1.88907 -1.44296 0.57484
O 2.15740 0.53710 -0.52032
H 0.61583 -2.15439 -0.46218
H 0.76945 -1.50161 1.31310
H 2.24810 -2.16229 0.48956
H -1.67944 1.08981 -1.53816
H -0.31489 2.14216 -1.16873
H -1.54898 2.38480 -0.17412
H -0.20171 1.21743 1.17778
```

- gap between HOMO and LUMO (spin up / spin down) (eV) = 6.430 / 9.262
- multiplicity = 3
- charge = 0
- energy relative to the best compared isomer or geometry (same formula, charge and spin) (eV) = 1.368
- max |F| (eV Å⁻¹) = 5.0
- LUMO energy (spin up / spin down) (Eh) = 0.0313 / -0.0993

***

5.
Below is 3 unconnected molecules or ions with the total composition C4H13NO2 in a non-equilibrium geometry, with properties calculated with ωB97M-V with the def2-TZVPD basis set.

```
20
C4H13NO2 (ωB97M-V with the def2-TZVPD basis set)
C 1.74305 1.25021 0.94940
C 0.93062 0.09914 0.37765
C 0.44623 -0.88378 1.15070
N -0.07532 -0.71945 2.48194
C 0.91444 0.09269 -1.11241
H 2.71695 1.17824 0.44710
H 1.91935 1.13153 2.01760
H 1.47760 2.28077 0.69407
H 0.05170 -1.67055 0.51440
H 0.48909 -1.30664 3.10360
H 0.21109 0.20421 2.81771
H 0.43533 0.99437 -1.50796
H 0.40896 -0.76543 -1.55312
H 1.93917 0.17318 -1.49021
H -1.89533 -0.89008 -2.08180
H -2.52291 -1.22417 -3.35241
O -1.70029 -1.38224 -2.88160
H -3.10913 0.17613 -0.58244
H -2.05173 0.52917 0.44587
O -2.32886 0.73270 -0.43808
```

- gap between HOMO and LUMO (eV) = 9.024
- charge = 0
- energy relative to the best compared isomer or geometry (same formula, charge and spin) (eV) = 1.187
- max |F| (eV Å⁻¹) = 2.5
- SMILES string = CC(C)=CN.O.O
- LUMO energy (Eh) = 0.0226

***

6.
Below is a molecular structure, C40H40IrN3O4SSb2, with properties calculated with ωB97M-V with the def2-TZVPD basis set.

```
91
C40H40IrN3O4SSb2 (ωB97M-V with the def2-TZVPD basis set)
Ir -0.24544 -0.00094 0.40657
C -1.30015 5.62515 6.48320
C -1.09193 4.28321 5.83781
C -2.13678 3.37378 5.72443
C -1.94511 2.13221 5.13557
C -0.69003 1.79326 4.66052
C 0.36836 2.68566 4.76078
C 0.16211 3.92251 5.34439
S -0.45306 0.21110 3.89651
O 0.40655 -0.58042 4.73439
O -1.76552 -0.27808 3.56351
N 0.29588 0.56379 2.49699
C 1.61977 0.25474 2.26491
C 2.73489 0.26154 3.10207
C 3.96274 -0.01373 2.53574
C 4.08176 -0.29298 1.17467
C 2.93690 -0.31389 0.41042
N 1.75231 -0.06131 0.96241
H -2.35229 5.90695 6.47743
H -0.73351 6.40164 5.96913
H -0.96553 5.60818 7.52254
H -3.12118 3.64444 6.08674
H -2.76317 1.43417 5.02296
H 1.34178 2.43148 4.36050
H 0.98393 4.62576 5.40938
H 2.62362 0.45305 4.15786
H 4.84628 -0.00963 3.16093
H 5.04075 -0.49681 0.72259
H 2.93819 -0.53078 -0.64943
C -3.01340 -2.67866 -2.17649
C -2.18762 -2.48620 -3.39599
C -0.80735 -1.89131 -3.09932
Sb -0.17256 0.16580 -3.37983
C -0.12802 0.06693 -5.53395
C -0.12390 -1.11357 -6.27018
C -0.08819 -1.08773 -7.66031
C -0.05078 0.12249 -8.33417
C -0.05190 1.30842 -7.61190
C -0.09186 1.27766 -6.22615
C -1.84825 1.50180 -3.45025
C -2.99049 1.24631 -4.20699
C -3.99306 2.19735 -4.32573
C -3.85358 3.43035 -3.70184
C -2.70858 3.70966 -2.97158
C -1.70963 2.75159 -2.84715
Sb -2.89154 0.38373 0.43706
C -4.74540 0.29498 -0.60754
C -5.85222 0.66802 0.15759
C -7.12582 0.64244 -0.39042
C -7.30702 0.23892 -1.70643
C -6.21218 -0.14322 -2.46650
C -4.93829 -0.12272 -1.91501
C -3.02140 2.45361 0.87403
C -2.09076 3.00587 1.75255
C -2.09554 4.36381 2.02502
C -3.02664 5.18984 1.40942
C -3.94269 4.65261 0.51712
C -3.94338 3.29025 0.24871
H -2.53722 -3.06901 -1.28531
H -4.08856 -2.75594 -2.23884
H -2.72579 -1.92963 -4.16905
H -2.02570 -3.48526 -3.83486
H -0.05062 -2.35779 -3.73776
H -0.50830 -2.14376 -2.08081
H -0.15665 -2.07697 -5.77598
H -0.09224 -2.01815 -8.21458
H -0.02332 0.14328 -9.41607
H -0.02534 2.25972 -8.12848
H -0.11021 2.21504 -5.67973
H -3.08310 0.31026 -4.74741
H -4.87859 1.97859 -4.90959
H -4.63575 4.17452 -3.79135
H -2.59080 4.66846 -2.48242
H -0.83482 2.98208 -2.25406
H -5.72475 0.99407 1.18376
H -7.97527 0.93643 0.21246
H -8.30003 0.22126 -2.13682
H -6.34582 -0.45713 -3.49466
H -4.09315 -0.42197 -2.51183
H -1.33434 2.38322 2.20804
H -1.36227 4.77256 2.70924
H -3.02940 6.25298 1.61468
H -4.65699 5.29513 0.01697
H -4.65029 2.89593 -0.46857
O 1.02358 3.69899 -0.38238
N 1.03882 2.56960 -0.00476
O -0.08488 1.91688 -0.31752
C -0.27079 -2.03825 0.75707
H 0.39200 -2.54086 0.04312
H -1.25209 -2.50813 0.70895
H 0.15164 -2.22193 1.75018
```

- gap between HOMO and LUMO (spin up / spin down) (eV) = 7.914 / 6.545
- multiplicity = 5
- charge = 0
- energy relative to the best compared isomer or geometry (same formula, charge and spin) (eV) = 0.000
- max |F| (eV Å⁻¹) = 0.7
- LUMO energy (spin up / spin down) (Eh) = 0.0089 / -0.0613

***

7.
Below is 2 unconnected molecules or ions with the total composition C4H9INO in a non-equilibrium geometry, with properties calculated with ωB97M-V with the def2-TZVPD basis set.

```
16
C4H9INO (ωB97M-V with the def2-TZVPD basis set)
C -0.13687 0.61599 1.09678
C 1.97595 -0.61029 0.52236
C 1.17591 0.60581 0.83420
C -1.23274 0.57758 -1.52453
N -2.10648 -0.24227 -1.02837
O -0.94578 -0.46475 1.20541
I 0.22240 0.00715 -2.86406
H -0.65972 1.53519 1.32516
H 1.49943 -1.53500 0.85066
H 2.13677 -0.68164 -0.55928
H 2.95789 -0.54588 0.98363
H 1.70227 1.54505 0.82256
H -1.28182 1.63305 -1.28450
H -0.41774 -1.27557 1.21555
H -2.09847 -1.23417 -1.24949
H -2.79100 0.06977 -0.34609
```

- gap between HOMO and LUMO (eV) = 7.835
- charge = +1
- energy relative to the best compared isomer or geometry (same formula, charge and spin) (eV) = 1.004
- max |F| (eV Å⁻¹) = 1.2
- LUMO energy (Eh) = -0.1825

***

8.
Below is 12 unconnected molecules or ions with the total composition C31H91N5O12 in a non-equilibrium geometry, with properties calculated with ωB97M-V with the def2-TZVPD basis set.

```
139
C31H91N5O12 (ωB97M-V with the def2-TZVPD basis set)
C 4.20770 -0.83119 1.84423
C 5.00176 -1.86357 1.07243
C 5.43536 -2.99970 1.98981
O 4.23978 -2.46786 0.00514
H 4.00578 0.04687 1.21778
H 4.75799 -0.43186 2.70470
H 3.25737 -1.22066 2.21202
H 5.93175 -1.44358 0.66078
H 5.77824 -3.87418 1.43541
H 4.64426 -3.30535 2.68112
H 6.28709 -2.69674 2.61274
H 3.60611 -1.82969 -0.38215
C 0.41848 3.07780 2.93780
C 0.40810 3.93531 4.17756
C -0.96459 4.03896 4.80764
O 1.31439 3.29242 5.09805
H 1.38191 3.14386 2.43259
H -0.38018 3.38205 2.26122
H 0.23115 2.04175 3.23187
H 0.81714 4.93282 3.97519
H -0.96737 4.77377 5.62188
H -1.21435 3.08748 5.28365
H -1.74376 4.34464 4.10773
H 1.51899 3.90492 5.81134
C -2.87960 -6.02956 -1.42400
C -2.68767 -4.52383 -1.23472
C -1.24849 -4.08633 -1.51149
O -0.59168 -3.86197 -0.27815
C 0.81463 -3.73440 -0.38243
N -3.66040 -3.77765 -2.03616
H -2.87031 -6.25876 -2.49887
H -3.84536 -6.33818 -1.03488
H -2.05046 -6.58783 -0.98971
H -2.90511 -4.28804 -0.18795
H -1.27943 -3.12096 -2.03814
H -0.72294 -4.81777 -2.14181
H 1.11315 -3.09472 -1.21810
H 1.30032 -4.71244 -0.50019
H 1.18010 -3.30624 0.55143
H -3.52034 -2.79272 -1.80831
H -3.44036 -3.86455 -3.02746
C -5.56344 1.20403 -4.06985
C -4.78759 -0.00678 -3.59155
C -3.96182 0.34771 -2.37711
O -3.18600 -0.75795 -1.99647
C -2.79846 -0.70506 -0.64088
N -5.75998 -1.08850 -3.31467
H -6.29655 1.50045 -3.31684
H -6.10342 0.96341 -4.98298
H -4.90186 2.05033 -4.27588
H -4.14236 -0.41106 -4.37513
H -4.62928 0.65436 -1.55669
H -3.31030 1.21660 -2.58277
H -2.43780 -1.68447 -0.33226
H -3.65549 -0.47999 0.00796
H -2.04703 0.07369 -0.48339
H -6.34129 -0.79434 -2.52372
H -5.25526 -1.88159 -2.90550
C -0.51285 -4.01812 3.68415
C -1.83250 -3.34651 3.34970
C -2.27963 -2.41669 4.44243
O -2.35159 -3.15779 5.65642
C -2.45174 -2.31045 6.77117
N -1.80702 -2.62327 2.09675
H 0.30140 -3.28314 3.63247
H -0.29139 -4.74131 2.89234
H -0.50879 -4.51175 4.65243
H -2.59403 -4.13536 3.28747
H -3.28352 -2.02595 4.23043
H -1.54001 -1.60595 4.55522
H -3.29932 -1.61467 6.65103
H -1.54943 -1.69160 6.86462
H -2.61082 -2.93336 7.64259
H -1.32615 -3.15617 1.37269
H -1.28194 -1.75229 2.15350
C 0.56412 -2.48260 -4.18456
C 0.29390 -0.99584 -4.16624
C -0.93968 -0.63457 -4.97010
O -0.76251 -1.08863 -6.30569
C -1.83656 -0.77998 -7.15949
N 0.17055 -0.49395 -2.74954
H -0.33671 -3.08576 -4.04154
H 1.28018 -2.77323 -3.41395
H 0.99365 -2.83177 -5.12449
H 1.15603 -0.47284 -4.59517
H -1.11264 0.45677 -4.98773
H -1.83613 -1.09045 -4.51126
H -2.13473 -1.68762 -7.68236
H -1.53713 -0.00032 -7.86240
H -2.70535 -0.41854 -6.59719
H 0.06279 0.51973 -2.78047
H -0.69949 -0.84994 -2.34504
C 1.53858 3.55926 -1.08673
C 2.72001 4.45691 -1.30608
C 2.64851 5.23932 -2.60722
O 2.46469 4.33384 -3.67576
C 2.46990 4.97651 -4.92667
N 2.89408 5.32153 -0.10300
H 1.49864 2.76327 -1.83109
H 0.56658 4.06050 -1.18350
H 1.60172 3.10481 -0.10103
H 3.59418 3.79479 -1.36786
H 3.56733 5.82727 -2.76529
H 1.80277 5.95409 -2.58292
H 3.41364 5.50579 -5.10485
H 1.62268 5.67089 -5.03426
H 2.34441 4.21925 -5.70110
H 2.10906 5.97132 -0.03844
H 3.69124 5.94743 -0.25581
C -3.64632 1.76507 2.54013
O -2.66033 2.14627 1.56790
H -4.67153 1.90662 2.19439
H -3.47055 0.73270 2.82976
H -3.52198 2.36684 3.45131
H -2.84276 3.07292 1.38316
C 0.45195 0.53546 0.63973
O -0.52838 0.06527 1.56581
H 1.14306 -0.29020 0.51082
H -0.01614 0.81236 -0.30580
H 0.98750 1.37108 1.09812
H -1.14173 0.78369 1.74793
C 2.70427 0.83906 4.76350
O 3.86983 1.31058 5.42579
H 1.79514 1.20633 5.26389
H 2.60516 1.15075 3.72151
H 2.71581 -0.24823 4.79200
H 3.99158 2.23979 5.19391
C 3.40345 0.49103 -2.14552
O 2.75535 -0.62698 -1.55274
H 3.14606 1.41516 -1.62504
H 4.46970 0.29498 -2.04492
H 3.13497 0.57932 -3.20297
H 1.81236 -0.64352 -1.84400
C 4.34829 2.65776 1.86445
O 4.73212 4.02369 1.85209
H 4.39500 2.20399 0.86652
H 5.02386 2.12648 2.53052
H 3.32797 2.52259 2.25858
H 4.23609 4.47323 1.15070
```

- gap between HOMO and LUMO (eV) = 8.490
- charge = 0
- energy relative to the best compared isomer or geometry (same formula, charge and spin) (eV) = 0.000
- max |F| (eV Å⁻¹) = 1.0
- SMILES string = COC[C@H](C)N.COC[C@H](C)N.COC[C@H](C)N.COC[C@H](C)N.COC[C@H](C)N.CC(C)O.CC(C)O.CO.CO.CO.CO.CO
- LUMO energy (Eh) = -0.0018

***

9.
Below is a single C6H7N molecule, with properties calculated with ωB97M-V with the def2-TZVPD basis set.

```
14
C6H7N (ωB97M-V with the def2-TZVPD basis set)
N 1.11351 -1.35900 -0.84629
C -0.09805 -1.54448 -1.08535
C -1.15533 -1.27936 -0.31703
C -0.25974 1.79904 -0.45417
C 0.85895 1.09634 -0.28387
C 0.94272 -0.29344 0.26572
C -0.37763 -0.86393 0.94750
H -2.16803 -1.02726 -0.59125
H -0.24091 2.77475 -0.93174
H -1.23250 1.43282 -0.13877
H 1.80652 1.51342 -0.62175
H 1.82790 -0.39515 0.90415
H -0.09499 -1.71116 1.58517
H -0.92241 -0.14258 1.56768
```

- gap between HOMO and LUMO (spin up / spin down) (eV) = 7.977 / 7.632
- charge = 0
- energy relative to the best compared isomer or geometry (same formula, charge and spin) (eV) = 4.939
- max |F| (eV Å⁻¹) = 0.5
- SMILES string = C=C[C@H]1CC=C=N1
- LUMO energy (spin up / spin down) (Eh) = -0.0152 / -0.0244